Here is 2 unconnected molecules or ions with the total composition C4H9O3 in a non-equilibrium geometry from the OMol25 dataset. Energies are from the ωB97M-V functional and the def2-TZVPD basis.

Output
⟨S²⟩: 0.76
Total charge: 0
E, hartree: -383.35945
ΔE to the lowest compared entry with this formula, charge and spin, eV: 2.533
2S+1: 2
LUMO (spin up / spin down), eV: 0.730 / -3.873
Gap between HOMO and LUMO (spin up / spin down), eV: 11.07 / 6.14

Each line ends with the Mulliken charge.
Geometry (Å):
C (-0.527, 0.684, -2.371)  -0.28
O (0.407, 1.727, -1.698)  -0.53
H (1.139, 1.795, -2.325)  0.28
H (-1.512, 1.088, -2.081)  0.16
H (-0.272, -0.205, -1.784)  0.05
H (-0.322, 0.678, -3.443)  0.34
C (-0.320, -0.602, 1.858)  -0.42
C (1.071, 0.152, 1.746)  -0.83
C (-0.754, -1.251, 0.378)  0.60
O (0.262, -1.730, -0.114)  -0.37
O (-1.973, -1.444, -0.133)  -0.53
H (-0.363, -1.447, 2.705)  0.28
H (-1.199, -0.101, 2.277)  0.40
H (1.680, -0.180, 2.671)  0.27
H (1.091, 1.218, 1.521)  0.30
H (1.591, -0.380, 0.792)  0.27



Here is 7 unconnected molecules or ions with the total composition H15NO6 in a non-equilibrium geometry from the OMol25 dataset. Energies are from the ωB97M-V functional and the def2-TZVPD basis.

Output
⟨S²⟩: 0.76
Total charge: +1
E, hartree: -514.75772
ΔE to the lowest compared entry with this formula, charge and spin, eV: 2.344
2S+1: 2
LUMO (spin up / spin down), eV: -4.868 / -11.254
Gap between HOMO and LUMO (spin up / spin down), eV: 7.82 / 1.43

Each line ends with the Mulliken charge.
Geometry (Å):
N (2.615, 0.424, 3.598)  -0.25
H (3.447, 0.032, 3.149)  0.37
H (2.020, -0.287, 4.045)  0.37
H (2.883, 1.094, 4.322)  0.35
H (-3.607, -3.221, -2.176)  0.33
H (-2.962, -3.843, -0.965)  0.31
O (-2.795, -3.610, -1.891)  -0.63
H (2.214, 4.043, 2.301)  0.37
H (1.609, 3.580, 3.641)  0.32
O (1.378, 3.849, 2.747)  -0.53
H (-2.307, -1.154, -2.968)  0.31
H (-2.530, -0.348, -1.701)  0.29
O (-2.621, -0.291, -2.665)  -0.61
H (-0.499, -1.399, 1.693)  0.34
H (1.109, -1.615, 1.893)  0.26
O (0.298, -1.882, 1.436)  -0.61
H (-0.589, 2.629, -3.241)  0.32
H (-0.483, 2.710, -4.773)  0.32
O (-0.359, 3.224, -3.949)  -0.64
H (0.146, -1.238, -0.773)  0.31
H (0.581, -1.763, -2.090)  0.32
O (0.453, -0.934, -1.631)  -0.61



Here is 2 unconnected molecules or ions with the total composition C4H5NO2 in a non-equilibrium geometry from the OMol25 dataset. Energies are from the ωB97M-V functional and the def2-TZVPD basis.

Output
Total charge: 0
E, hartree: -360.57026
ΔE to the lowest compared entry with this formula, charge and spin, eV: 2.698
LUMO, eV: 0.591
Gap between HOMO and LUMO, eV: 8.71

Each line ends with the Mulliken charge.
Geometry (Å):
C (0.142, -0.266, -0.404)  0.09
C (-2.412, 0.034, 0.300)  0.81
C (0.727, 1.773, 0.869)  -0.39
C (0.934, -1.470, -0.779)  -0.94
N (0.518, 0.723, 0.215)  -0.09
O (-2.735, 0.555, -0.690)  -0.41
O (-2.359, -0.481, 1.325)  -0.39
H (0.637, 1.953, 1.935)  0.28
H (0.992, 2.616, 0.254)  0.24
H (1.612, -1.308, -1.850)  0.24
H (0.277, -2.345, -1.161)  0.26
H (1.667, -1.783, -0.014)  0.30



Here is 2 unconnected molecules or ions with the total composition CH7NS2 in a non-equilibrium geometry from the OMol25 dataset. Energies are from the ωB97M-V functional and the def2-TZVPD basis.

Output
SMILES string: CN.SS
Total charge: 0
E, hartree: -893.40694
ΔE to the lowest compared entry with this formula, charge and spin, eV: 0.374
LUMO, eV: 0.626
Gap between HOMO and LUMO, eV: 9.83

Each line ends with the Mulliken charge.
Geometry (Å):
C (1.408, -0.092, 0.360)  -0.78
N (0.829, 0.219, -0.948)  -0.48
H (2.401, 0.325, 0.552)  0.31
H (0.701, 0.150, 1.143)  0.29
H (1.572, -1.173, 0.381)  0.31
H (0.631, 1.207, -1.024)  0.19
H (1.378, -0.087, -1.724)  0.19
S (-2.985, 0.678, 0.221)  -0.19
S (-2.219, -1.184, -0.039)  -0.19
H (-2.737, 0.821, 1.533)  0.15
H (-0.979, -0.865, -0.455)  0.21



Here is 2 unconnected molecules or ions with the total composition C6H7F3N3 in a non-equilibrium geometry from the OMol25 dataset. Energies are from the ωB97M-V functional and the def2-TZVPD basis.

Output
Total charge: +1
E, hartree: -696.28421
ΔE to the lowest compared entry with this formula, charge and spin, eV: 2.480
LUMO (spin up / spin down), eV: -6.147 / -6.204
Gap between HOMO and LUMO (spin up / spin down), eV: 6.37 / 6.31

Each line ends with the Mulliken charge.
Geometry (Å):
C (-0.601, 1.115, 0.263)  -0.68
C (0.725, 0.857, 0.035)  0.62
C (0.776, -0.602, 0.141)  0.37
C (1.889, -1.361, -0.164)  -0.16
C (1.838, 1.819, -0.161)  -1.03
C (-3.965, 0.260, 0.027)  0.87
N (-0.457, -1.089, 0.354)  -0.74
N (-1.189, -0.067, 0.410)  0.00
N (1.881, -2.662, -0.043)  -0.30
F (-4.150, -0.416, 1.097)  -0.02
F (-4.257, -0.421, -1.037)  -0.06
F (-3.990, 1.533, -0.083)  -0.04
H (-1.236, 1.958, 0.131)  0.47
H (2.867, -0.823, -0.229)  0.23
H (1.447, 2.689, 0.550)  0.30
H (2.835, 1.324, 0.230)  0.37
H (1.843, 2.207, -1.163)  0.27
H (2.731, -3.168, -0.325)  0.27
H (1.014, -3.153, -0.034)  0.28



Here is a molecular structure, C6H11NO3S in a non-equilibrium geometry from the OMol25 dataset. Energies are from the ωB97M-V functional and the def2-TZVPD basis.

Output
Total charge: 0
E, hartree: -913.72416
ΔE to the lowest compared entry with this formula, charge and spin, eV: 4.934
LUMO, eV: 0.642
Gap between HOMO and LUMO, eV: 9.58

Each line ends with the Mulliken charge.
Geometry (Å):
C (-2.364, -1.123, -0.376)  -1.10
C (-0.225, 1.091, 0.924)  -0.33
C (-1.123, -0.425, -1.013)  0.13
C (-1.411, 0.970, -0.571)  -0.56
C (0.696, -0.081, 0.526)  0.18
C (2.891, -0.450, -0.225)  -0.73
N (-0.996, 0.986, 2.124)  -0.59
O (-4.045, 0.822, -1.316)  -0.60
O (0.132, -0.868, -0.567)  -0.44
O (1.976, 0.424, 0.355)  -0.41
S (-3.204, 0.584, -0.157)  0.35
H (-2.840, -1.794, -0.914)  0.55
H (-2.210, -1.701, 0.526)  0.35
H (0.299, 1.947, 0.597)  0.46
H (-1.080, -0.409, -2.121)  0.38
H (-1.172, 1.721, -1.219)  0.59
H (0.861, -0.714, 1.396)  0.40
H (2.999, -0.331, -1.283)  0.27
H (2.463, -1.432, -0.096)  0.35
H (3.912, -0.116, 0.077)  0.25
H (-1.759, 0.256, 2.178)  0.26
H (-1.296, 1.884, 2.517)  0.25